# 1
DFT (ωB97M-V with the def2-TZVPD basis set) results for a cluster of 2 separate species, C3H6Si in total.

As for the expectation value of S²: 2.010. The calculation puts the HOMO energy (spin up / spin down) at -6.118 / -9.784 eV. Its LUMO energy (spin up / spin down) is 1.1 / -3.1 eV. Its spin multiplicity is 3. The frontier orbital gap (spin up / spin down) is 7.17 / 6.71 eV. The calculation puts the energy above the lowest of the compared OMol25 structures with the same formula, charge and spin at 90.78 kcal/mol.

Geometry as XYZ:
```
10
Properties=species:S:1:pos:R:3:forces:R:3
C -0.5635 1.5562 0.8290 -0.35 -2.44 -1.77
C 0.1363 0.5877 0.2591 -1.82 3.89 2.16
C 0.8877 1.9101 0.4611 1.36 -2.19 1.21
Si -0.2746 -1.6663 -1.0506 -0.74 -2.46 0.11
H -1.4649 2.0474 1.1895 0.56 -0.13 0.01
H 1.3016 2.4471 -0.3369 -0.09 1.08 -1.20
H 1.5665 1.6591 1.2510 0.80 1.17 0.54
H -1.1863 -1.3976 -2.2032 0.68 -0.05 -0.44
H -1.1113 -2.7225 -0.3343 0.34 0.49 -0.03
H 1.1166 -2.3424 -1.0475 -0.74 0.65 -0.60
```
Positions in Å, forces in eV/Å.

=====

# 2
DFT (ωB97M-V with the def2-TZVPD basis set) results for a structure of composition C34H91FeN8O10.

As for the expectation value of S²: 6.007. The calculation puts the HOMO energy (spin up / spin down) at -10.031 / -10.031 eV. Its LUMO energy (spin up / spin down) is -2.4 / -2.4 eV. Its spin multiplicity is 5. The total charge is +1. The frontier orbital gap (spin up / spin down) is 7.59 / 7.58 eV.

Geometry as XYZ:
```
144
Properties=species:S:1:pos:R:3:forces:R:3
Fe 0.3552 0.2128 3.2463 0.14 -0.57 -0.87
C -0.4728 -0.2534 -0.6756 0.90 0.85 1.05
C -0.0334 0.0951 0.7342 0.55 -2.93 -1.89
O -0.9095 0.3884 1.5222 -3.34 2.19 2.88
O 1.0801 -0.2150 1.2013 2.44 0.16 0.04
H -0.5372 0.7190 -1.1637 -0.11 -0.32 -0.71
H -1.4670 -0.6835 -0.5544 0.19 -0.05 -0.45
H 0.2916 -0.9211 -1.0731 -0.37 0.15 -0.51
C -1.1068 3.5108 -2.8086 0.38 -0.95 0.02
C -1.9644 3.8903 -3.9777 -1.51 -0.40 -0.46
C -3.2172 2.9304 -4.3517 1.28 1.14 0.27
O -3.7568 3.5536 -5.4925 -1.38 -0.50 -0.88
C -4.9375 2.9253 -6.0588 1.04 -0.28 -0.13
N -2.3896 5.2922 -3.8123 -0.27 -0.87 -0.38
H -0.6122 2.5504 -2.9533 0.29 -0.03 -0.34
H -1.6408 3.3278 -1.8761 -0.36 0.58 0.10
H -0.3613 4.2992 -2.7052 0.02 -0.14 0.30
H -1.4035 3.9301 -4.9115 0.39 -0.39 0.09
H -3.9627 2.8893 -3.5576 -0.07 0.13 0.27
H -2.9163 1.9074 -4.5776 0.24 -0.06 0.03
H -5.1205 3.3607 -7.0411 -0.18 0.60 0.41
H -5.8114 2.9085 -5.4075 0.01 0.60 0.16
H -4.7824 1.8800 -6.3258 0.55 -0.37 0.31
H -2.9528 5.3866 -4.6454 -0.29 0.85 -0.24
H -3.0661 5.3161 -3.0628 -0.18 0.17 0.42
C -0.5971 -2.5721 -3.6802 0.24 0.53 -0.98
C -1.3781 -1.9203 -4.8551 0.70 -0.10 0.91
C -1.8612 -0.4623 -4.4814 0.05 -0.92 -0.42
O -2.4318 -0.3565 -3.1928 -0.05 -0.37 -0.65
C -3.7086 -0.9560 -3.1130 -0.25 0.28 1.00
N -0.4659 -1.7942 -6.0017 -0.35 0.22 -0.70
H -0.0918 -3.4662 -4.0452 -0.13 -0.18 -0.11
H -1.1853 -2.8596 -2.8087 -0.08 0.39 -0.07
H 0.2128 -1.8805 -3.4482 -0.02 0.04 0.50
H -2.1642 -2.6233 -5.1304 -0.67 0.37 0.20
H -2.5649 -0.0984 -5.2301 -0.36 -0.17 -0.25
H -1.0443 0.2570 -4.5400 0.40 -0.38 0.21
H -3.8151 -1.9631 -3.5161 0.51 -0.14 -0.04
H -4.5086 -0.3665 -3.5610 0.09 0.39 -0.29
H -3.8959 -0.9696 -2.0393 -0.32 -0.32 -0.04
H -0.2003 -2.6868 -6.3925 0.60 -0.78 0.89
H -1.0478 -1.5772 -6.7982 -0.34 1.14 -0.25
C 4.2281 -1.2456 3.5685 -0.86 -0.64 -0.79
C 2.7710 -1.6006 4.0574 2.37 -0.06 -2.02
C 2.8297 -2.5756 5.1814 -2.47 -0.54 -0.06
O 1.5099 -3.1696 5.3331 0.72 -0.33 0.56
C 1.5278 -4.1742 6.3331 -0.58 -1.28 0.45
N 2.1056 -0.3637 4.3592 -0.62 1.17 1.51
H 4.8961 -0.7637 4.2824 -0.33 0.08 0.17
H 4.0640 -0.6232 2.6889 0.28 0.47 0.15
H 4.7506 -2.1059 3.1502 -0.07 -0.29 0.31
H 2.2431 -1.9498 3.1700 0.21 -0.86 0.16
H 2.9233 -2.0236 6.1166 1.19 -0.15 0.22
H 3.5292 -3.3797 4.9533 0.38 0.25 0.42
H 0.5606 -4.2811 6.8241 -0.21 0.57 -0.14
H 2.2581 -4.1422 7.1416 0.32 1.09 -0.03
H 1.7038 -5.1894 5.9775 0.13 -0.03 -0.91
H 2.2028 -0.2644 5.3596 -0.80 0.07 0.69
H 2.7032 0.4162 4.1253 0.57 0.41 -0.77
C -2.8961 -0.6486 5.8174 0.83 -0.73 1.48
C -1.6038 -0.7653 5.0622 0.30 -3.40 -0.96
C -1.6479 -1.9006 3.9200 0.30 2.14 1.96
O -0.3163 -1.9256 3.3909 -1.10 -1.20 -1.66
C -0.2670 -2.9910 2.3732 0.29 -0.89 0.43
N -1.3225 0.5205 4.4734 -1.24 0.05 0.48
H -3.1665 -1.5980 6.2796 -0.64 -0.19 -0.65
H -3.6596 -0.1276 5.2397 -0.27 -0.36 0.20
H -2.6376 -0.1138 6.7313 -0.36 0.75 -0.03
H -0.7517 -1.0444 5.6819 -0.13 -0.18 0.34
H -2.4080 -1.6258 3.1887 0.16 0.09 -0.47
H -1.9888 -2.8205 4.3950 0.53 -0.32 -0.08
H -0.2574 -3.9493 2.8926 -0.17 0.02 0.33
H 0.6209 -3.0581 1.7445 0.27 1.03 0.35
H -1.1116 -3.0360 1.6856 -0.28 0.69 0.21
H -1.4936 1.0873 5.2916 0.76 1.10 0.13
H -2.2470 0.5913 4.0731 0.02 1.16 -1.54
C 1.5215 3.8404 1.7352 -0.32 1.43 -0.87
C 1.9247 2.7533 2.5681 4.48 -1.44 3.65
C 3.0111 3.1462 3.5927 1.76 0.01 -1.51
O 3.8295 1.9890 3.9134 -0.37 0.33 1.34
C 4.9479 2.2939 4.7995 -0.69 0.07 -0.16
N 0.8420 2.2840 3.3499 -2.19 -0.99 -0.48
H 2.3972 4.3296 1.3087 -0.42 -0.13 -0.76
H 1.0328 4.5745 2.3759 -0.25 0.26 -0.21
H 0.8013 3.3573 1.0749 0.01 0.90 -0.85
H 2.4294 1.9245 2.0716 -0.42 -0.10 -0.67
H 2.6135 3.7039 4.4407 0.01 -0.27 0.40
H 3.6804 3.8085 3.0437 0.20 0.44 0.20
H 4.6607 2.6864 5.7750 -0.61 0.75 -0.22
H 5.5975 2.9850 4.2623 0.26 -0.10 0.28
H 5.4593 1.4035 5.1649 0.05 -0.39 -1.07
H 0.1054 2.7032 2.8006 -1.44 -0.45 0.76
H 0.7762 2.6248 4.2984 0.21 0.44 -0.04
C -7.8515 2.7170 -1.8424 -0.95 -0.84 -1.07
C -7.1548 3.7608 -1.0685 -1.26 1.29 1.57
C -5.6412 3.5422 -0.9221 -1.67 -0.23 -1.72
O -5.4739 2.1829 -0.6155 -0.82 -0.52 1.09
C -4.1495 1.7160 -0.7050 -0.45 0.67 0.19
N -7.5485 5.0996 -1.5628 0.83 0.72 -0.64
H -8.9165 2.8668 -2.0200 -0.19 0.66 0.52
H -7.8276 1.7460 -1.3478 0.57 -0.06 -0.38
H -7.4952 2.7448 -2.8721 0.52 -0.60 -0.06
H -7.5593 3.7854 -0.0567 0.19 -0.85 0.53
H -5.3873 4.3308 -0.2138 1.17 -0.39 0.37
H -5.1933 3.6291 -1.9120 0.34 0.96 -0.08
H -3.8231 1.8394 -1.7376 0.64 0.20 0.11
H -4.0879 0.6523 -0.4752 -0.29 0.12 0.22
H -3.6369 2.3104 0.0513 1.08 -0.25 -0.31
H -8.4756 5.3779 -1.2745 -0.62 -0.88 -0.21
H -7.0660 5.8454 -1.0822 0.98 -0.01 -0.01
C 3.7542 -6.1008 -2.3856 -0.83 1.02 0.25
C 2.9117 -4.7658 -2.4664 1.13 -0.37 1.30
C 2.0021 -4.4998 -1.1873 -0.71 -1.20 -0.82
O 0.9745 -5.4816 -0.9000 0.27 -0.41 0.30
C 0.0338 -5.8002 -1.9056 0.77 1.14 -1.08
N 3.8898 -3.6840 -2.6071 -0.48 0.15 -0.74
H 4.4994 -6.1191 -3.1809 -0.25 0.07 -0.15
H 3.1365 -6.9979 -2.4288 0.00 0.06 0.07
H 4.3138 -6.0884 -1.4503 -0.06 -0.14 0.18
H 2.3197 -4.7923 -3.3812 -0.13 0.14 0.07
H 1.4706 -3.5485 -1.2154 0.31 0.49 -0.54
H 2.6073 -4.4979 -0.2807 0.27 -0.07 -0.12
H -0.5976 -6.6402 -1.6162 0.30 0.14 0.05
H 0.5233 -5.9278 -2.8711 0.41 -1.18 -0.04
H -0.5518 -4.9489 -2.2527 -0.73 0.41 0.96
H 4.6538 -3.6135 -1.9502 -0.30 -0.41 0.27
H 3.4680 -2.7735 -2.7224 0.01 0.16 0.17
C 5.8624 -0.9102 -1.7204 1.39 -0.42 1.11
C 4.7394 -0.7493 -0.6368 0.37 1.81 -2.34
C 4.9930 0.6784 0.0476 -0.53 -0.56 -1.05
O 4.6862 1.6736 -0.9369 0.78 -0.59 -1.33
C 5.1614 2.9679 -0.6241 0.39 -1.58 1.11
N 3.4763 -0.6366 -1.4279 0.48 -0.27 1.59
H 6.1684 -0.0193 -2.2686 -0.76 0.38 0.15
H 5.8110 -1.6957 -2.4743 -0.94 -0.10 0.20
H 6.7902 -1.1668 -1.2090 0.26 -0.08 0.33
H 4.7235 -1.5778 0.0714 0.01 0.12 0.01
H 6.0456 0.6701 0.3306 0.09 0.52 0.32
H 4.2974 1.0162 0.8157 0.20 -1.04 1.03
H 5.2136 3.5939 -1.5149 -0.47 0.03 0.33
H 6.1525 2.8252 -0.1933 0.45 0.47 -0.22
H 4.5484 3.2483 0.2324 -0.23 1.23 -0.17
H 3.5653 0.3479 -1.6348 -0.57 0.28 -1.05
H 2.8051 -0.6034 -0.6739 -1.04 -0.19 0.04
```
Positions in Å, forces in eV/Å.

=====

# 3
DFT (ωB97M-V with the def2-TZVPD basis set) results for a cluster of 4 separate species, C18H41BFNO5 in total.

The calculation puts the HOMO energy at -10.106 eV. Its LUMO energy is -0.6 eV. Its spin multiplicity is 1. The frontier orbital gap is 9.46 eV.

Geometry as XYZ:
```
67
Properties=species:S:1:pos:R:3:forces:R:3
C 3.4599 -0.6210 -0.2958 0.15 0.27 -0.02
C 2.8637 -0.1878 -1.6362 -0.14 -0.32 0.17
C 2.0061 -1.2805 -2.2817 0.05 0.19 0.02
C 0.6292 -1.4323 -1.6298 0.09 -0.35 -0.25
C -0.4077 -2.0619 -2.5604 0.05 0.22 -0.23
C -1.8448 -1.8486 -2.0887 0.20 0.06 0.29
C -2.0898 -2.3976 -0.6614 -0.28 -0.42 -0.23
B -3.5441 -2.1059 -0.2344 0.11 -0.12 -0.28
C -3.9601 -0.5681 -0.0088 -0.27 -0.56 -0.05
O -3.1710 0.2483 0.3886 0.28 0.39 0.59
N -5.3271 -0.1591 -0.1594 0.51 0.72 -0.61
C -5.9066 -0.2478 -1.4116 0.09 -0.69 0.44
O -6.8374 0.3397 -1.8259 -0.15 0.20 -0.22
F -5.2592 -1.1912 -2.1507 -0.13 0.07 0.08
H 3.8779 -1.6282 -0.3604 -0.07 -0.02 0.04
H 4.2792 0.0417 -0.0060 -0.03 0.01 0.03
H 2.7288 -0.5831 0.5141 -0.04 -0.17 -0.04
H 3.6554 0.1123 -2.3225 -0.08 -0.08 0.08
H 2.2221 0.6852 -1.4763 0.16 0.11 -0.10
H 1.8841 -1.0424 -3.3429 -0.05 -0.03 0.01
H 2.5496 -2.2293 -2.2233 -0.04 -0.02 -0.15
H 0.7326 -2.0681 -0.7463 -0.08 0.27 0.19
H 0.2685 -0.4421 -1.3291 0.00 -0.06 0.14
H -0.1944 -3.1235 -2.7169 -0.04 -0.02 0.10
H -0.3078 -1.5864 -3.5426 -0.03 -0.05 -0.02
H -2.5455 -2.2999 -2.7947 0.01 0.01 -0.01
H -2.0373 -0.7705 -2.0803 -0.05 -0.01 -0.08
H -1.9129 -3.4754 -0.6407 0.17 0.04 -0.02
H -1.3810 -1.9440 0.0340 -0.03 0.13 -0.10
H -4.3487 -2.9703 -0.0811 -0.12 0.17 0.15
H -5.4243 0.7903 0.1939 -0.29 -0.10 0.13
C 0.2687 -3.3035 4.2875 0.03 -0.08 -0.04
C -0.2070 -2.8993 2.9023 -0.24 0.11 0.08
C -1.1474 -1.7050 2.9446 0.02 -0.02 0.03
O -0.8395 -3.9964 2.2404 0.10 -0.08 -0.12
H -0.5838 -3.5927 4.9091 -0.01 0.05 0.01
H 0.9440 -4.1568 4.2261 0.01 0.01 -0.01
H 0.7880 -2.4813 4.7815 -0.01 0.01 0.00
H 0.6550 -2.6544 2.2781 0.00 -0.05 -0.03
H -2.0448 -1.9541 3.5215 0.03 0.00 0.05
H -1.4638 -1.4339 1.9378 0.03 0.06 0.08
H -0.6797 -0.8319 3.3990 0.00 0.00 0.00
H -1.6138 -4.2539 2.7530 0.03 0.02 0.04
C 6.2911 3.3535 -4.2683 0.03 -0.09 -0.01
C 4.8296 2.9445 -4.1791 0.07 0.17 0.10
C 3.9267 4.1368 -3.9053 -0.08 -0.05 0.00
O 4.6475 1.9411 -3.1802 0.08 0.09 -0.15
H 6.6179 3.7926 -3.3214 -0.02 0.04 -0.01
H 6.9192 2.4859 -4.4699 -0.01 0.00 -0.01
H 6.4490 4.0896 -5.0576 -0.01 0.01 0.01
H 4.5283 2.4672 -5.1133 -0.01 -0.04 0.02
H 4.1893 4.5964 -2.9482 0.03 0.03 -0.02
H 2.8845 3.8223 -3.8510 0.00 -0.01 -0.01
H 4.0228 4.8938 -4.6847 0.01 0.00 0.00
H 4.9026 2.3214 -2.3317 -0.02 -0.02 0.01
C -2.7724 1.4985 4.7982 0.06 -0.05 0.03
C -1.8684 2.4010 3.9718 -0.19 -0.05 -0.08
C -2.6440 3.5484 3.3440 0.06 0.04 -0.04
O -1.1909 1.6468 2.9702 0.02 0.03 0.04
H -3.5431 1.0545 4.1610 -0.02 0.03 0.00
H -2.1981 0.6862 5.2444 0.01 0.01 0.00
H -3.2672 2.0545 5.5958 -0.01 0.01 0.00
H -1.0769 2.8024 4.6076 0.03 -0.01 -0.01
H -3.4112 3.1581 2.6692 -0.02 -0.01 0.03
H -1.9784 4.1849 2.7613 0.01 0.00 0.01
H -3.1348 4.1586 4.1037 -0.01 -0.01 0.01
H -1.8568 1.2716 2.3795 0.05 0.00 -0.08
```
Positions in Å, forces in eV/Å.

=====

# 4
DFT (ωB97M-V with the def2-TZVPD basis set) results for a cluster of 2 separate species, C2H3OP in total.

The calculation puts the HOMO energy (spin up / spin down) at -8.870 / -8.877 eV. Its LUMO energy (spin up / spin down) is -0.5 / -0.5 eV. Its spin multiplicity is 1. The frontier orbital gap (spin up / spin down) is 8.41 / 8.42 eV. The calculation puts the energy above the lowest of the compared OMol25 structures with the same formula, charge and spin at 75.41 kcal/mol.

Geometry as XYZ:
```
7
Properties=species:S:1:pos:R:3:forces:R:3
C -1.2483 -0.0837 -0.7515 1.75 0.56 1.63
C -1.0738 -0.0246 0.5544 0.97 0.71 -0.44
O 2.1874 -0.1906 0.1441 -0.49 2.58 -0.11
P 0.0740 1.0424 -0.3394 1.38 -1.48 1.30
H -1.6180 -0.7327 -1.4585 -1.06 -1.05 -1.52
H -1.2748 -0.4871 1.5125 -0.21 0.18 -0.21
H 2.9535 0.4764 0.3385 -2.33 -1.49 -0.64
```
Positions in Å, forces in eV/Å.

=====

How do the records compare in largest force on an atom? In the order shown, they have 0.093, 0.116, 0.021, 0.055 Eh/bohr.